No. 1
DFT (the ωB97M-V functional and the def2-TZVPD basis) results for a 4-piece molecular cluster, C23H27O3 overall at a distorted geometry.

Geometry as XYZ:
```
53
Properties=species:S:1:pos:R:3:forces:R:3:mulliken_charge:R:1
O 1.7509 -1.3064 -2.4360 -4.8 -1.5 -3.1 -0.674
C 0.7972 -1.6939 -3.3219 6.1 0.6 -1.9 0.275
O 1.2461 -1.9504 -4.6991 -3.7 1.0 6.6 -0.752
C -0.7245 -1.8647 -2.7367 0.3 0.2 -0.6 -0.363
C -1.8917 -1.1260 -3.6449 -0.2 -1.1 0.1 -0.092
C -3.2370 -2.0921 -3.5141 -0.3 0.9 0.1 -0.444
C -4.6105 -1.2507 -3.1444 0.9 -1.2 0.5 -0.246
O -5.6321 -2.2936 -2.8008 0.0 0.9 -1.9 -0.553
H -0.7615 -1.3821 -1.6715 0.3 -1.0 -1.9 0.106
H -0.9362 -3.0322 -2.6091 0.4 2.6 -0.5 0.317
H -1.6291 -1.0429 -4.7866 -0.1 -0.3 2.4 0.346
H -2.0631 -0.0333 -3.2554 0.2 -2.1 -0.6 -0.018
H -3.1216 -2.9080 -2.6555 -0.2 1.9 -1.8 0.237
H -3.3545 -2.6613 -4.5346 0.0 1.0 2.0 0.223
H -4.4295 -0.6619 -2.1221 -0.5 -1.2 -2.4 0.114
H -4.9806 -0.5461 -4.0054 0.7 -1.3 1.7 0.235
H -6.0006 -2.6652 -3.6595 0.9 0.8 1.6 0.305
C -1.6419 2.0867 -1.2765 0.0 0.2 0.0 -0.610
C -2.6679 3.0075 -1.0660 0.1 0.1 0.0 -0.453
C -2.4260 4.3713 -1.2277 0.1 -0.1 0.0 -0.416
C -1.1594 4.8141 -1.6099 -0.1 -0.2 0.0 -0.336
C -0.1344 3.8930 -1.8240 -0.2 0.0 0.1 -0.491
C -0.3738 2.5298 -1.6532 0.0 0.0 0.0 -0.335
H -1.8299 1.0241 -1.1470 0.1 0.1 0.0 0.643
H -3.6567 2.6619 -0.7749 0.1 0.0 0.0 0.373
H -3.2239 5.0890 -1.0571 0.1 -0.1 0.0 0.347
H -0.9720 5.8766 -1.7407 0.0 -0.1 0.0 0.346
H 0.8522 4.2382 -2.1234 -0.1 -0.1 0.0 0.373
H 0.4264 1.8129 -1.8147 -0.1 0.0 0.0 0.529
C -0.7525 1.4042 2.2591 0.0 0.0 0.1 -0.039
C -1.7387 1.3011 3.2398 0.2 -0.1 0.0 -0.580
C -1.4890 0.5816 4.4080 0.2 0.0 -0.1 -0.238
C -0.2484 -0.0271 4.6001 -0.1 0.1 -0.2 -0.571
C 0.7390 0.0792 3.6210 -0.1 0.1 0.0 -0.091
C 0.4861 0.7909 2.4487 -0.1 0.0 0.1 -0.686
H -0.9487 1.9622 1.3473 0.0 -0.1 0.1 0.330
H -2.7030 1.7813 3.0931 0.1 -0.1 0.0 0.362
H -2.2599 0.4958 5.1690 0.1 0.0 -0.1 0.352
H -0.0520 -0.5838 5.5126 0.0 0.1 -0.1 0.349
H 1.7063 -0.3939 3.7716 -0.1 0.0 -0.1 0.396
H 1.2536 0.8689 1.6837 -0.1 0.0 0.1 0.425
C 5.6488 -2.7601 3.5121 -0.1 0.1 -0.1 -0.357
C 5.1478 -1.5643 4.0258 0.0 0.0 -0.1 -0.356
C 4.7027 -0.5651 3.1608 0.1 -0.2 -0.1 -0.335
C 4.7495 -0.7658 1.7809 0.1 -0.1 0.1 -0.392
C 5.2471 -1.9632 1.2674 0.0 0.0 0.1 -0.457
C 5.7009 -2.9587 2.1323 -0.1 0.2 0.1 -0.344
H 5.9988 -3.5373 4.1865 -0.1 0.1 -0.1 0.344
H 5.1049 -1.4107 5.1012 0.0 0.0 -0.1 0.346
H 4.3186 0.3692 3.5612 0.0 -0.1 0.0 0.460
H 4.3982 0.0108 1.1068 0.0 -0.2 0.1 0.353
H 5.2820 -2.1201 0.1921 -0.1 0.0 0.2 0.393
H 6.0935 -3.8892 1.7317 -0.1 0.1 0.0 0.350
```
Forces are in eV/Å.

As for the HOMO energy: -3.897 eV. The total charge is -1. The frontier orbital gap comes out at 6.53 eV.



No. 2
DFT (the ωB97M-V functional and the def2-TZVPD basis) results for C23H27OPbSi as an isolated structure at a distorted geometry.

Geometry as XYZ:
```
53
Properties=species:S:1:pos:R:3:forces:R:3:mulliken_charge:R:1
C 0.8419 -2.0384 1.8013 0.7 -1.9 0.2 -0.315
C -0.6873 -1.9601 1.7461 -0.4 -2.6 -0.9 -0.382
C -1.0199 -2.1195 0.3567 0.1 -0.4 -0.2 -0.933
H -1.3070 -2.3241 2.5664 0.0 0.2 -0.2 0.431
C 0.1520 -2.2698 -0.3999 -0.4 -0.2 0.2 -0.555
C 1.2818 -2.1707 0.4310 0.1 -0.2 -0.1 -1.185
H 2.3271 -2.2935 0.1195 -0.5 0.0 0.3 0.453
H 1.3958 -2.4458 2.6619 -0.3 0.2 -0.5 0.390
H -2.0343 -2.2008 -0.0169 0.2 0.2 0.0 0.445
H 0.1636 -2.5833 -1.4519 0.0 0.4 0.3 1.009
C -1.1768 2.2670 0.1356 -1.0 0.1 0.7 -0.391
C -1.2608 1.9099 1.4382 0.2 0.1 0.1 -0.738
C 0.1329 1.7053 2.0302 -0.4 0.0 -0.2 0.602
H -2.1498 1.7654 2.0606 0.3 0.0 -0.5 0.454
C 1.0148 2.0369 0.8163 -0.2 0.3 -0.1 -0.852
C 0.2147 2.4620 -0.2225 0.6 -0.7 0.9 -0.858
H 0.5079 2.9580 -1.1469 0.2 -0.1 0.2 0.745
H -2.0095 2.4480 -0.5455 0.3 -0.1 0.3 0.443
H 0.3839 2.4751 2.7743 -0.2 0.2 -0.2 0.641
H 2.0892 2.2067 0.9085 -0.3 -0.2 -0.1 0.442
Pb 1.0836 0.1594 -1.6765 -1.4 -0.1 0.0 1.008
O -1.0967 0.2068 -2.0846 1.9 0.4 0.5 -0.536
C -1.2772 -0.7334 -3.1220 -0.6 -0.1 0.3 -0.292
C -0.0307 -1.0183 -3.9332 -0.6 -0.6 0.1 -0.904
H -1.6285 -1.6868 -2.6639 0.1 0.3 -0.4 0.213
H -2.0779 -0.3298 -3.7730 0.3 -0.4 0.1 0.494
H 0.3558 -2.0368 -3.8579 0.0 0.1 -0.2 0.339
H 1.1143 -2.0162 -6.1374 -0.1 0.3 -0.1 0.363
C 0.8299 -0.9652 -6.2412 -0.1 0.2 0.2 -0.541
C 0.2378 -0.3030 -5.1247 0.5 0.5 -0.7 1.024
C -0.0987 1.0818 -5.2524 0.0 -0.5 -0.1 -0.332
H -0.5335 1.5906 -4.3844 0.1 -0.1 -0.4 0.408
C 0.1232 1.7434 -6.4509 0.0 0.0 0.1 -0.686
H -0.1125 2.8067 -6.5249 0.0 -0.3 -0.1 0.380
C 0.6470 1.0555 -7.5568 -0.1 -0.2 0.1 -0.372
H 0.7840 1.5790 -8.5046 0.0 -0.2 0.3 0.375
C 0.9840 -0.3043 -7.4511 0.1 0.2 0.1 -0.533
H 1.3845 -0.8397 -8.3172 -0.1 0.2 0.3 0.381
C -1.4901 0.8911 5.4892 0.0 0.1 -0.3 -1.124
Si 0.0430 0.1194 4.6994 0.1 0.3 1.4 0.129
C 1.5264 0.9039 5.5430 0.0 0.1 -0.2 -1.132
C 0.0040 -1.6374 5.4062 0.0 -0.2 -0.6 -1.126
C 0.1820 0.3530 2.7948 -0.2 -0.1 0.0 0.547
C 0.1235 -0.7800 2.0916 0.7 4.1 0.2 -0.067
H -1.4012 0.8163 6.5856 0.1 0.0 -0.4 0.338
H -2.4105 0.3683 5.2037 0.1 0.1 0.0 0.356
H -1.5920 1.9509 5.2392 -0.1 0.0 0.0 0.366
H 1.4201 0.8263 6.6345 0.0 0.0 -0.3 0.316
H 2.4502 0.3909 5.2559 0.0 0.2 0.0 0.343
H 1.6084 1.9625 5.2819 0.2 0.0 0.1 0.361
H -0.8956 -2.1982 5.1242 0.2 0.0 0.0 0.350
H 0.8873 -2.2277 5.1366 -0.1 0.0 0.0 0.344
H -0.0045 -1.5569 6.5080 0.0 0.2 -0.5 0.364
```
Forces are in eV/Å.

As for the HOMO energy (alpha / beta): -10.171 / -10.263 eV. The total charge is +1. The frontier orbital gap (alpha / beta) comes out at 6.13 / 5.59 eV.